Computed, not measured: C56H56GeN11OPbS as an isolated structure, with wB97M-V/def2-TZVPD.

The LUMO energy is 2.00 eV. Its energy relative to the best compared isomer or geometry (same formula, charge and spin) is 60.5 kcal/mol. As for the HOMO energy: -0.130 Ha. Its frontier orbital gap is 0.2031 hartree.

Structure (ORCA input):
```
! wB97M-V def2-TZVPD RIJCOSX def2/J DEFGRID3
* xyz -1 1
Pb -0.3798 0.5388 -0.5313
C -0.6647 2.8074 -3.0061
N 0.0703 2.8661 -1.7298
C -0.4590 3.9548 -0.9057
C 1.4884 2.9670 -2.0353
C 2.0937 4.2027 -2.1730
C 3.3949 4.3269 -2.6498
C 4.0410 3.1827 -3.0884
C 3.4523 1.9339 -2.9469
C 2.1956 1.7640 -2.3282
N 1.5666 0.5733 -2.0705
C 2.1459 -0.6665 -2.1789
C 3.5278 -0.9542 -2.0990
C 4.0366 -2.2076 -2.4023
C 3.1933 -3.2462 -2.7778
C 1.8225 -3.0315 -2.7031
C 1.2990 -1.8017 -2.3353
N -0.1278 -1.6446 -2.1500
C -0.7382 -2.6696 -1.3079
C -0.8253 -1.5421 -3.4359
H -0.5297 3.7427 -3.5646
H -0.2810 1.9777 -3.6017
H -1.7236 2.6409 -2.8154
H -0.4968 4.9062 -1.4519
H -1.4772 3.6995 -0.6048
H 0.1532 4.0744 -0.0131
H 1.5421 5.1010 -1.9249
H 3.8695 5.2983 -2.7065
H 5.0199 3.2542 -3.5494
H 3.9614 1.0691 -3.3442
H 4.2040 -0.1754 -1.7739
H 5.1064 -2.3721 -2.3366
H 3.5883 -4.2081 -3.0815
H 1.1412 -3.8503 -2.9124
H -0.6937 -3.6745 -1.7481
H -0.2500 -2.6954 -0.3322
H -1.7899 -2.4050 -1.1660
H -0.8062 -2.4989 -3.9786
H -1.8585 -1.2418 -3.2663
H -0.3320 -0.7831 -4.0453
N -3.4787 1.0380 1.4334
C -2.6144 1.9101 2.0318
N -3.1479 2.7272 2.9432
C -2.2602 3.5957 3.4395
N -2.7502 4.5036 4.3459
N -0.9716 3.6480 3.1752
C -0.4926 2.7069 2.3166
N -1.3330 1.8592 1.6652
C 0.9292 2.7217 2.1098
C 1.6267 3.9019 2.4797
C 2.9616 4.0929 2.3243
C 3.6909 3.0335 1.7070
C 3.0913 1.8789 1.3927
N 1.7212 1.5703 1.6877
H -4.4452 1.2884 1.5540
H -3.2211 0.7068 0.5105
H -3.7455 4.6391 4.3278
H -2.1744 5.3117 4.5043
H 1.0101 4.6885 2.8848
H 3.4391 5.0218 2.6032
H 4.7374 3.1497 1.4480
H 3.5984 1.0967 0.8537
C -9.3925 -0.4303 -5.9295
C -8.2639 0.0485 -6.7996
O -7.6631 -0.6331 -7.5714
S -7.8280 1.8344 -6.5525
C -6.5767 1.5188 -5.3149
C -5.3806 0.8951 -5.6565
C -4.4283 0.6465 -4.6806
C -4.6445 1.0214 -3.3485
C -5.8472 1.6560 -3.0251
C -6.8078 1.8973 -3.9962
C -3.6436 0.7706 -2.3489
C -2.7543 0.5578 -1.5320
H -9.5919 -1.4859 -6.1060
H -10.2811 0.1683 -6.1339
H -9.1209 -0.2658 -4.8854
H -5.2056 0.5977 -6.6825
H -3.4952 0.1649 -4.9436
H -6.0207 1.9568 -2.0001
H -7.7386 2.3849 -3.7350
C -4.1720 -1.7787 3.2889
N -3.0339 -2.6545 3.0588
C -3.2863 -3.9887 2.5411
C -1.8003 -2.1571 2.9880
N -0.7204 -1.7403 2.9547
H -4.7526 -2.1342 4.1434
H -4.8186 -1.7515 2.4076
H -3.8231 -0.7696 3.4842
H -3.8399 -4.5796 3.2738
H -2.3394 -4.4820 2.3355
H -3.8704 -3.9439 1.6170
C 1.2433 0.3364 1.6001
Ge 2.5043 -1.0856 2.1040
C 4.4714 -1.2080 1.7079
C 5.3443 -0.2664 2.2671
C 6.7116 -0.3079 2.0272
C 7.2469 -1.3030 1.2188
C 6.4037 -2.2565 0.6679
C 5.0337 -2.2065 0.9114
C 2.5480 -0.8114 4.0627
C 1.5390 -0.0800 4.6981
C 1.5270 0.0684 6.0806
C 2.5259 -0.5104 6.8528
C 3.5364 -1.2393 6.2371
C 3.5424 -1.3879 4.8548
C 1.9346 -2.9577 1.8648
C 2.0097 -3.5809 0.6187
C 1.6653 -4.9188 0.4521
C 1.2368 -5.6625 1.5420
C 1.1590 -5.0584 2.7941
C 1.5083 -3.7241 2.9526
H 4.9483 0.5100 2.9115
H 7.3622 0.4347 2.4756
H 8.3130 -1.3391 1.0271
H 6.8094 -3.0481 0.0481
H 4.4038 -2.9692 0.4743
H 0.7506 0.3608 4.0975
H 0.7334 0.6348 6.5548
H 2.5166 -0.3988 7.9307
H 4.3202 -1.6912 6.8345
H 4.3336 -1.9646 4.3855
H 2.3330 -3.0139 -0.2486
H 1.7369 -5.3751 -0.5293
H 0.9697 -6.7057 1.4221
H 0.8272 -5.6327 3.6520
H 1.4404 -3.2682 3.9331
*
```

Atom charges from the Mulliken analysis, given in e for atoms 1 to 4: number 1, Pb, carries 2.29; number 2, C, carries -1.42; number 3, N, carries 1.47; number 4, C, carries -1.42